Record 1
Entry from OMol25: one molecule with the formula C16H15NO4 in a non-equilibrium geometry (ωB97M-V with the def2-TZVPD basis set).

Computed properties:
- HOMO energy: -9.75 eV
- 2S+1: 1
- SMILES: C#CCCCN1C(=O)c2ccc(COC(C)=O)cc2C1=O
- LUMO energy: -0.31 eV
- Energy relative to the best compared isomer or geometry (same formula, charge and spin): 65.0 kcal/mol

The geometry in XYZ format:
```
36
C16H15NO4 | OMol25 | ωB97M-V with the def2-TZVPD basis set
C 2.0986 -3.0568 -1.5902
C 2.8311 -2.6012 -0.7528
C 3.8951 -2.0452 0.0954
C 3.7118 -0.5332 0.3141
C 3.6250 0.2442 -1.0185
N 2.4865 1.1580 -1.0991
C 2.2526 2.0405 -0.0067
O 3.0115 2.8871 0.3564
C 0.8709 1.6939 0.4919
C 0.2146 2.0262 1.6582
C -1.0615 1.4965 1.8614
C -1.6568 0.6681 0.9173
C -3.0162 0.0792 1.1649
O -4.0276 0.8920 0.5244
C -5.2130 0.1841 0.4886
C -5.5773 -0.4671 -0.8235
O -5.9036 0.0967 1.4601
C -0.9940 0.3604 -0.2752
C 0.2659 0.8786 -0.4616
C 1.2506 0.6944 -1.6000
O 1.0241 0.3134 -2.7090
H 1.3107 -3.3220 -2.2543
H 3.8774 -2.5626 1.0569
H 4.8780 -2.2304 -0.3406
H 4.5777 -0.1656 0.8668
H 2.8409 -0.3818 0.9538
H 4.5348 0.8330 -1.1420
H 3.5912 -0.4528 -1.8542
H 0.6884 2.6537 2.4012
H -1.5861 1.7437 2.7755
H -3.0379 -0.9181 0.7102
H -3.2598 0.0044 2.2249
H -5.8744 -1.4931 -0.6094
H -6.4390 0.0532 -1.2359
H -4.7444 -0.4965 -1.5221
H -1.4456 -0.2750 -1.0266
```

Record 2
Entry from OMol25: C7H36B2CrO7 as an isolated structure in a non-equilibrium geometry (ωB97M-V with the def2-TZVPD basis set).

Computed properties:
- HOMO energy (alpha / beta): -15.70 / -15.27 eV
- 2S+1: 5
- Charge: +2
- LUMO energy (alpha / beta): -9.91 / -11.79 eV

The geometry in XYZ format:
```
53
C7H36B2CrO7 | OMol25 | ωB97M-V with the def2-TZVPD basis set
Cr 1.7716 -1.0161 -1.1721
B -0.0169 0.3432 -0.6836
H -0.0758 -0.4026 0.0939
H 0.9963 0.7103 -0.7365
H -0.2597 -0.1164 -1.6291
H -0.7687 1.0697 -0.4165
B 1.7372 -0.5586 -3.3125
H 2.6962 -0.8619 -2.9219
H 1.0659 -1.3127 -2.9317
H 1.6004 0.3977 -2.8318
H 1.7286 -0.4667 -4.3875
C -1.2497 -2.1421 3.5324
O -2.5507 -2.5949 3.2733
H -0.8867 -1.6380 2.6368
H -1.1440 -1.4538 4.3710
H -0.5484 -2.9663 3.6632
H -2.7624 -3.2114 3.9781
C -2.9286 -0.3904 0.8212
O -3.9217 -0.8437 1.7138
H -2.1960 0.1630 1.4087
H -2.3833 -1.1316 0.2368
H -3.3889 0.3406 0.1565
H -3.4440 -1.3954 2.3375
C -0.3194 -3.3365 0.0093
O 0.2368 -2.5807 -1.0490
H 0.0123 -4.3672 -0.1156
H 0.0879 -2.9739 0.9531
H -1.3892 -3.1560 0.1151
H -0.1707 -2.9605 -1.8308
C 2.1316 -0.1945 2.0141
O 1.9795 -1.1937 0.9631
H 1.3949 -0.1822 2.8173
H 3.1605 -0.3212 2.3508
H 2.1863 0.8300 1.6458
H 2.1486 -2.0091 1.4408
C -0.0022 3.7649 0.2237
O 0.3856 2.6386 0.9421
H 0.5397 3.8354 -0.7194
H -1.0792 3.8149 0.0634
H 0.2097 4.6034 0.8871
H -0.0235 1.9114 0.4673
C -2.7856 2.2478 -2.1023
O -2.3799 0.8959 -2.3097
H -3.3866 2.7555 -2.8567
H -3.3540 2.3296 -1.1758
H -1.9118 2.8723 -1.9158
H -1.6634 0.7226 -1.6947
C 3.3552 1.8994 -1.1992
O 3.3478 0.5145 -0.9463
H 3.4799 2.3913 -0.2345
H 4.1803 2.1571 -1.8632
H 2.4044 2.2110 -1.6316
H 4.1534 0.3582 -0.4482
```

Record 3
Entry from OMol25: a 2-piece molecular cluster, C3H6BrF2N overall in a non-equilibrium geometry (ωB97M-V with the def2-TZVPD basis set).

Computed properties:
- HOMO energy (alpha / beta): -7.04 / -7.04 eV
- 2S+1: 1
- LUMO energy (alpha / beta): 0.49 / 0.49 eV
- Energy relative to the best compared isomer or geometry (same formula, charge and spin): 86.5 kcal/mol

The geometry in XYZ format:
```
13
C3H6BrF2N | OMol25 | ωB97M-V with the def2-TZVPD basis set
C 1.1905 -1.3306 -0.6750
C -0.5113 -0.5480 0.8762
C -1.2547 1.7001 0.0203
N 0.6873 -0.5287 0.5074
F -2.2307 1.5263 -0.9143
F -1.7810 2.5724 0.8666
Br 0.3163 2.2806 -0.9482
H 0.4111 -1.7576 -1.1813
H 1.7315 -0.6047 -1.2040
H 1.9274 -2.2213 -0.3409
H -1.0917 -1.3167 0.3554
H -0.7717 0.0886 1.6553
H 1.3770 0.1395 0.9826
```

Record 4
Entry from OMol25: one molecule with the formula C26H21ClN4O3 (ωB97M-V with the def2-TZVPD basis set).

Computed properties:
- HOMO energy: -8.82 eV
- 2S+1: 1
- SMILES: O=C(Nc1ccc(C(=O)N2CCOCC2)cc1)c1cc(-c2cccnc2)nc2ccc(Cl)cc12
- LUMO energy: -0.69 eV

The geometry in XYZ format:
```
55
C26H21ClN4O3 | OMol25 | ωB97M-V with the def2-TZVPD basis set
O -1.2529 -1.5531 1.1049
C -0.3421 -0.7843 1.3130
N 0.0868 0.1866 0.4544
C -0.3938 0.5103 -0.8178
C 0.2285 1.5569 -1.4970
C -0.2009 1.9239 -2.7555
C -1.2441 1.2397 -3.3694
C -1.8712 0.2044 -2.6837
C -1.4548 -0.1620 -1.4182
H -1.9483 -0.9610 -0.8911
H -2.7053 -0.3103 -3.1372
C -1.7406 1.7113 -4.6977
O -2.1000 2.8631 -4.8638
N -1.8141 0.7814 -5.6834
C -1.1369 -0.4951 -5.6950
H -0.7226 -0.7185 -4.7128
C -0.0098 -0.4550 -6.7388
H 0.4532 -1.4377 -6.8414
O -0.4990 -0.1129 -8.0122
C -1.1296 1.1503 -7.9923
H -1.4844 1.3303 -9.0077
C -2.2921 1.1685 -6.9968
H -2.7195 2.1688 -6.9203
H -3.0603 0.4552 -7.3137
H -0.4017 1.9282 -7.7161
H 0.7507 0.2750 -6.4181
H -1.8567 -1.2735 -5.9737
H 0.2692 2.7465 -3.2727
H 1.0464 2.0877 -1.0295
H 0.8395 0.7791 0.7801
C 0.4221 -0.7793 2.6051
C -0.2834 -0.6970 3.7777
C 0.4106 -0.6388 5.0096
N 1.7227 -0.6518 5.0701
C 2.4395 -0.7802 3.9442
C 3.8468 -0.8371 4.0521
C 4.6255 -0.9954 2.9424
C 4.0212 -1.1154 1.6794
C 2.6611 -1.0567 1.5272
C 1.8393 -0.8672 2.6550
H 2.2216 -1.1832 0.5495
Cl 5.0277 -1.3479 0.2942
H 5.7003 -1.0439 3.0188
H 4.2795 -0.7645 5.0370
C -0.3048 -0.5309 6.2845
C 0.3202 0.0500 7.3892
C -0.3704 0.1443 8.5825
C -1.6690 -0.3443 8.6312
N -2.2638 -0.9187 7.5999
C -1.6022 -1.0150 6.4634
H -2.1296 -1.5221 5.6662
H -2.2610 -0.2805 9.5346
H 0.0824 0.5908 9.4541
H 1.3294 0.4184 7.2856
H -1.3598 -0.6379 3.7496
```

Record 5
Entry from OMol25: one molecule with the formula C13H19N3O5S in a non-equilibrium geometry (ωB97M-V with the def2-TZVPD basis set).

Computed properties:
- HOMO energy: -8.67 eV
- 2S+1: 1
- SMILES: COCCNc1ccc(S(=O)(=O)N2CCCC2)cc1[N+](=O)[O-]
- LUMO energy: -0.65 eV
- Energy relative to the best compared isomer or geometry (same formula, charge and spin): 0.0 kcal/mol

The geometry in XYZ format:
```
41
C13H19N3O5S | OMol25 | ωB97M-V with the def2-TZVPD basis set
C 3.4406 -0.9328 -5.0639
H 3.5070 -1.4262 -6.0308
O 3.1171 -1.9310 -4.1285
C 2.9955 -1.4419 -2.8167
C 2.6961 -2.6354 -1.8976
N 2.4759 -2.2340 -0.5352
C 1.3446 -1.7152 -0.0329
C 0.1608 -1.6228 -0.8049
C -1.0057 -1.1354 -0.2790
C -1.0574 -0.7126 1.0477
C 0.0633 -0.7664 1.8296
C 1.2702 -1.2514 1.3122
N 2.3901 -1.2274 2.1840
O 2.2525 -0.7390 3.2863
O 3.4628 -1.6827 1.7916
H 0.0234 -0.4467 2.8594
S -2.5864 -0.0426 1.6869
O -2.5906 -0.1957 3.1144
O -3.6731 -0.5926 0.9306
N -2.3852 1.5613 1.2289
C -3.5774 2.2488 0.7553
H -3.3069 2.8461 -0.1222
H -4.3232 1.5082 0.4738
C -3.9925 3.1467 1.9180
H -4.5001 2.5501 2.6766
H -4.6402 3.9643 1.6092
C -2.6360 3.6216 2.4373
H -2.6670 3.9288 3.4800
H -2.2806 4.4592 1.8358
C -1.7292 2.3986 2.2292
H -0.7342 2.6781 1.8721
H -1.6259 1.8200 3.1493
H -1.9083 -1.0798 -0.8660
H 0.1810 -1.9510 -1.8303
H 3.2784 -2.2130 0.0911
H 1.8330 -3.1751 -2.2936
H 3.5501 -3.3139 -1.9189
H 2.1814 -0.7014 -2.7536
H 3.9272 -0.9478 -2.4989
H 4.4018 -0.4616 -4.8259
H 2.6669 -0.1562 -5.1005
```

Record 6
Entry from OMol25: C2H18NO9 as an isolated structure in a non-equilibrium geometry (ωB97M-V with the def2-TZVPD basis set).

Computed properties:
- HOMO energy (alpha / beta): -10.47 / -10.46 eV
- 2S+1: 2
- LUMO energy (alpha / beta): -0.18 / -5.31 eV

The geometry in XYZ format:
```
30
C2H18NO9 | OMol25 | ωB97M-V with the def2-TZVPD basis set
O -2.2193 -0.4480 -0.5266
C -1.8007 0.6653 -0.2337
N -0.5984 1.1124 -0.8423
C 0.1776 2.0550 -0.0339
O 0.0049 2.0238 1.3113
H -2.2483 1.2500 0.5778
H -0.0984 0.3003 -1.2002
H -0.1039 3.0939 -0.2838
H 1.2437 1.8068 -0.2390
H 0.8868 0.1402 2.3204
H 2.0004 -0.7092 3.2041
O 1.8404 -0.0404 2.5044
H -2.4971 0.3184 -2.9522
H -3.4152 -0.0224 -1.9169
O -3.4040 -0.0505 -2.8796
H 3.1331 0.1824 -2.4570
H 1.8796 -0.4272 -3.1083
O 2.7861 -0.1260 -3.2871
H -0.8430 0.3149 3.2822
H -0.3403 1.0104 1.7879
O -0.8554 0.0168 2.3543
H 1.9058 -2.0771 -1.1791
H 0.4583 -2.0919 -1.6453
O 1.3724 -1.8305 -1.9635
H 2.3849 -0.6814 0.9429
H 3.6915 -0.6969 0.0520
O 2.8349 -1.0900 0.1487
H -2.9462 -1.4708 1.3593
H -2.2337 -0.9907 2.5821
O -2.9963 -1.5376 2.3211
```

Record 7
Entry from OMol25: one molecule with the formula C4H8O in a non-equilibrium geometry (ωB97M-V with the def2-TZVPD basis set).

Computed properties:
- HOMO energy: -9.27 eV
- 2S+1: 1
- SMILES: C/C=C/CO
- LUMO energy: 1.05 eV
- Energy relative to the best compared isomer or geometry (same formula, charge and spin): 22.3 kcal/mol

The geometry in XYZ format:
```
13
C4H8O | OMol25 | ωB97M-V with the def2-TZVPD basis set
C -2.0658 -0.2072 0.0457
C -0.5855 -0.3879 0.0767
C 0.2926 0.6399 0.0146
C 1.7881 0.5090 0.0861
H -2.5117 -0.5648 0.9537
H -2.4669 0.8055 -0.1461
H -2.5164 -0.8134 -0.7459
H -0.2640 -1.4353 0.2676
H -0.1343 1.6322 -0.1014
H 2.2404 0.9490 0.9686
H 2.1848 1.0469 -0.8190
H 1.8262 -1.3160 -0.6864
O 2.2123 -0.8581 0.0857
```

Record 8
Entry from OMol25: an isolated ion of composition C5H12N and charge +1 in a non-equilibrium geometry (ωB97M-V with the def2-TZVPD basis set).

Computed properties:
- HOMO energy (alpha / beta): -10.43 / -15.59 eV
- 2S+1: 3
- Charge: +1
- LUMO energy (alpha / beta): -3.61 / -5.21 eV
- Energy relative to the best compared isomer or geometry (same formula, charge and spin): 27.8 kcal/mol

The geometry in XYZ format:
```
18
C5H12N | OMol25 | ωB97M-V with the def2-TZVPD basis set
C -1.1136 0.4409 0.1899
C -0.3988 1.6028 0.7440
C 0.1996 -0.2757 -0.0027
C 0.0728 2.6373 -0.1526
C 0.4501 -2.6161 -0.6930
N 0.5825 -1.5680 0.4953
H -1.7038 -0.0315 0.9202
H -1.7258 0.7241 -0.6587
H -0.4386 1.6616 1.8513
H 0.9162 0.0861 -0.6567
H 0.4290 3.4964 0.4468
H -0.7568 3.0538 -0.8283
H 0.7277 2.3462 -0.9396
H -0.6500 -2.7493 -0.7047
H 0.7416 -1.8860 -1.5743
H 1.0944 -3.4331 -0.6448
H 1.5926 -1.5120 0.8518
H -0.0189 -1.9775 1.3562
```

Record 9
Entry from OMol25: a 2-piece molecular cluster, CH7N6 overall in a non-equilibrium geometry (ωB97M-V with the def2-TZVPD basis set).

Computed properties:
- HOMO energy (alpha / beta): -13.02 / -13.16 eV
- 2S+1: 1
- Charge: +1
- LUMO energy (alpha / beta): -5.87 / -5.50 eV
- Energy relative to the best compared isomer or geometry (same formula, charge and spin): 164.2 kcal/mol

The geometry in XYZ format:
```
14
CH7N6 | OMol25 | ωB97M-V with the def2-TZVPD basis set
C 0.4903 -0.4813 1.7074
N 0.4522 -1.1203 3.9884
N -0.4569 0.2347 1.3609
N 0.1647 -1.2594 2.8605
N 0.7940 -0.3513 -1.0398
N -1.4258 0.3693 -1.3272
N -0.2087 0.5744 -0.7318
H 1.3981 -0.6974 1.1884
H 0.9980 -0.2336 4.2550
H 1.7538 -0.0482 -1.0948
H 0.4239 -0.8353 -1.8449
H -2.0401 -0.2882 -0.8306
H -1.7527 1.2945 -1.5318
H -0.0787 1.5864 -0.5552
```

Record 10
Entry from OMol25: one molecule with the formula C4H6N2O7 in a non-equilibrium geometry (ωB97M-V with the def2-TZVPD basis set).

Computed properties:
- HOMO energy: -10.33 eV
- 2S+1: 1
- SMILES: O=C[C@@H](O)C(CO)([N+](=O)[O-])[N+](=O)[O-]
- LUMO energy: -0.84 eV
- Energy relative to the best compared isomer or geometry (same formula, charge and spin): 8.6 kcal/mol

The geometry in XYZ format:
```
19
C4H6N2O7 | OMol25 | ωB97M-V with the def2-TZVPD basis set
C 0.1956 0.9177 1.8504
C -0.3646 -0.2520 -1.2641
C -0.6980 1.5014 0.7259
C -1.3189 0.4758 -0.2121
N -2.5406 1.1474 -0.9685
N -1.8029 -0.7627 0.6003
O 1.3034 1.2541 2.0076
O -2.8698 0.5528 -1.9468
O -2.9911 2.1740 -0.5594
O -1.9710 -1.7383 -0.0430
O -2.0767 -0.6308 1.7650
O 0.7721 -0.6168 -0.5088
O 0.2082 2.3318 0.0274
H -0.2418 0.3111 2.5560
H -0.0969 0.4352 -2.0903
H -0.9133 -1.0653 -1.6368
H -1.4920 2.2013 1.0298
H 1.4830 -1.1823 -1.0400
H 0.9044 1.7421 -0.2650
```

Record 11
Entry from OMol25: one molecule with the formula C3H2N2O2 in a non-equilibrium geometry (ωB97M-V with the def2-TZVPD basis set).

Computed properties:
- HOMO energy: -9.67 eV
- 2S+1: 1
- SMILES: O=C=CN1NC1=O
- LUMO energy: 0.04 eV
- Energy relative to the best compared isomer or geometry (same formula, charge and spin): 80.8 kcal/mol

The geometry in XYZ format:
```
9
C3H2N2O2 | OMol25 | ωB97M-V with the def2-TZVPD basis set
C 0.8206 -0.3356 0.2697
C 1.4573 -1.4873 0.3169
C -1.2769 1.0585 0.2572
N -0.5703 -0.1233 0.3683
N -1.4551 0.2259 -0.8186
O 2.1037 -2.4455 0.3357
O -1.5553 2.0738 0.7828
H 1.4760 0.5312 0.1764
H -0.9999 0.5023 -1.6883
```

Record 12
Entry from OMol25: C26H22BrI2IrN5O3S as an isolated structure in a non-equilibrium geometry (ωB97M-V with the def2-TZVPD basis set).

Computed properties:
- HOMO energy: -9.71 eV
- 2S+1: 1
- Charge: +1
- LUMO energy: -2.89 eV
- Energy relative to the best compared isomer or geometry (same formula, charge and spin): 10.9 kcal/mol

The geometry in XYZ format:
```
61
C26H22BrI2IrN5O3S | OMol25 | ωB97M-V with the def2-TZVPD basis set
Ir 0.1875 -0.4123 0.8243
I -5.5331 -5.5094 -0.3326
C -4.2361 -3.8983 -0.1132
C -4.7136 -2.5984 -0.2524
C -3.8584 -1.5338 -0.0507
I -4.5422 0.4163 -0.2875
C -2.5160 -1.7192 0.3292
O -1.7887 -0.6584 0.6047
C -2.0440 -3.0397 0.4006
C -0.6151 -3.3268 0.7672
N 0.3203 -2.3730 0.1136
C 1.7250 -2.8468 0.0433
C 2.7008 -1.8866 0.6608
C 4.0384 -2.2137 0.8295
C 4.8990 -1.2769 1.3654
C 4.4043 -0.0254 1.7204
C 3.0650 0.2272 1.5382
N 2.2301 -0.6953 1.0257
C -2.9068 -4.1127 0.1841
H -5.7470 -2.4188 -0.5146
H -0.3730 -4.3461 0.4552
H -0.4536 -3.2675 1.8382
H -0.0197 -2.2305 -0.8356
H 2.0085 -2.9803 -1.0031
H 1.8167 -3.8202 0.5253
H 4.3894 -3.1937 0.5332
H 5.9441 -1.5152 1.5109
H 5.0478 0.7352 2.1383
H 2.6216 1.1800 1.7935
H -2.5302 -5.1259 0.2659
Br 1.2045 -2.6988 3.6805
C 0.5531 -0.9784 4.0749
C 0.5066 -0.6168 5.4105
C 0.0302 0.6382 5.7405
C -0.3579 1.4938 4.7275
C -0.2464 1.0628 3.4229
N 0.1972 -0.1616 3.0792
C -0.5504 1.9946 2.2901
O -1.0739 3.0654 2.4674
O -0.1402 1.5433 1.1347
H 0.8459 -1.3110 6.1647
H -0.0229 0.9443 6.7767
H -0.7335 2.4916 4.9030
N -0.8006 2.2664 -1.3130
C -0.0089 1.4917 -2.0085
S 0.7137 0.0334 -1.3899
N 0.2836 1.7358 -3.2915
C 0.0046 2.8791 -4.0993
C -0.0273 2.6704 -5.4735
C -0.2388 3.7346 -6.3319
C -0.4239 5.0141 -5.8259
C -0.3812 5.2189 -4.4572
C -0.1568 4.1603 -3.5860
H -0.8595 2.1348 -0.3010
H -1.3074 3.0152 -1.7561
H 0.7537 0.9821 -3.7681
H 0.1199 1.6715 -5.8679
H -0.2565 3.5625 -7.3998
H -0.5863 5.8468 -6.4965
H -0.5116 6.2138 -4.0531
H -0.0497 4.3675 -2.5311
```